(1)
A molecular structure, C18H44F2N9O22S5. Source: the Open Molecules 2025 dataset; level of theory: ωB97M-V/def2-TZVPD.

```
! wB97M-V def2-TZVPD RIJCOSX def2/J DEFGRID3
* xyz -2 2
N 0.2630 0.5660 0.3556
S -0.1720 -0.8111 0.5877
O 0.8000 -1.8972 0.4528
O -1.5502 -1.0883 0.1717
F -0.3508 -0.8347 2.1773
S 0.8265 0.1773 -1.1735
O -0.0872 -0.3838 -2.2254
O 2.2168 -0.2072 -1.1332
F 0.9606 1.6746 -1.7864
C 1.6400 1.3649 5.5521
O 1.8155 2.3907 4.9863
N 1.7072 0.2203 4.9564
N 1.6382 1.1706 6.8855
H 1.7669 0.2945 3.9509
H 1.5311 -0.6382 5.4583
H 2.4390 0.6203 7.1611
H 1.5195 1.9642 7.4989
C -3.1114 -3.3200 -1.6925
O -3.8222 -4.1613 -2.3087
N -2.3151 -2.4387 -2.2140
N -3.0890 -3.2059 -0.3797
H -1.8876 -1.6801 -1.7024
H -2.0971 -2.6394 -3.1796
H -3.5348 -3.8749 0.2317
H -2.6546 -2.3808 0.0084
C -1.0017 3.4319 1.3927
O -1.3789 4.5678 1.7611
N -1.0459 2.3200 2.0668
N -0.5351 3.1450 0.1790
H -0.5922 1.5819 1.5477
H -1.2840 2.3224 3.0483
H -0.2943 2.1671 0.2560
H -0.5907 3.7854 -0.6001
C 3.2207 2.5741 1.4942
O 4.0256 2.3782 0.6110
N 2.1625 1.9451 1.7572
N 3.5552 3.3416 2.5154
H 1.5905 2.2229 2.5420
H 1.6333 1.4219 1.0743
H 3.1707 3.1716 3.4338
H 4.4291 3.8395 2.4228
C 3.6010 0.7683 -5.4480
C 2.3617 0.2180 -4.6631
O 1.4598 0.5506 -5.6082
S 1.9417 -0.0522 -7.0388
O 1.4407 0.7735 -8.1109
O 1.8759 -1.5280 -7.1150
O 3.4702 0.3692 -6.7768
H 4.5619 0.3741 -5.1174
H 3.6019 1.8507 -5.3199
H 2.1683 0.8619 -3.8052
H 2.4037 -0.8266 -4.3545
C 3.8432 -1.0296 1.4148
C 4.2442 -2.2580 0.6379
O 5.4725 -2.7480 1.1106
S 6.2017 -1.7111 2.2090
O 7.5598 -1.3732 1.7720
O 6.0093 -2.3101 3.5562
O 5.0773 -0.5312 1.9171
H 3.1384 -1.2799 2.2077
H 3.4275 -0.2471 0.7799
H 4.4656 -1.8409 -0.3445
H 3.3496 -2.8542 0.4584
C -2.5704 2.6180 -4.2759
C -1.1539 1.9134 -4.4967
O -0.0633 2.8250 -4.3225
S -0.6984 4.3016 -3.6994
O -0.7319 5.1630 -4.8835
O -0.1436 4.8309 -2.4459
O -2.2044 3.6196 -3.3326
H -3.3775 1.9961 -3.8886
H -2.9058 3.1291 -5.1784
H -1.2210 1.4998 -5.5030
H -0.8916 1.1734 -3.7406
C -3.9471 1.6172 0.4355
C -4.8872 2.7245 -0.0780
C -6.0522 2.0376 -0.7795
O -5.5479 0.7371 -0.9280
C -4.7657 0.3866 0.1845
H -3.7546 1.7531 1.4997
H -3.0318 1.6886 -0.1520
H -4.2633 3.2535 -0.7985
H -5.2587 3.3347 0.7452
H -6.2203 2.3687 -1.8043
H -6.9642 2.1969 -0.2042
H -4.3032 -0.5941 0.0736
H -5.4735 0.1524 0.9796
C -2.0400 -4.9571 3.0231
C -0.9331 -3.9448 2.6943
C 0.0163 -4.8407 1.9301
O 0.0298 -5.9892 2.7885
C -1.1846 -6.0882 3.5334
H -2.6361 -5.2027 2.1443
H -2.7356 -4.6422 3.8009
H -0.3522 -3.5866 3.5442
H -1.2342 -3.0774 2.1069
H 1.0577 -4.5210 1.8940
H -0.1701 -5.0955 0.8868
H -0.9663 -6.0441 4.6005
H -1.6131 -7.0115 3.1436
*
```

The total energy is -137442.4430 eV. The calculation puts the HOMO-LUMO gap (alpha / beta) at 0.1319 / 0.3057 Eh. The HOMO energy (alpha / beta) is 0.1 / -4.6 eV. For the largest force on an atom, the calculation gives 8.64 eV Å⁻¹. The calculation puts the LUMO energy (alpha / beta) at 3.674 / 3.671 eV.

=====

(2)
A molecular structure, C18H45CrF2O12P3. Source: the Open Molecules 2025 dataset; level of theory: ωB97M-V/def2-TZVPD.

```
! wB97M-V def2-TZVPD RIJCOSX def2/J DEFGRID3
* xyz 1 4
Cr -1.1348 3.8354 -2.5918
F -0.3533 3.2305 -1.0286
F -0.1373 5.3917 -2.7123
C -1.6446 -0.3341 -0.6169
C -1.8089 -1.3519 0.5033
O -2.6383 -2.4145 0.0709
P -3.0297 -3.5388 1.1511
O -3.3415 -2.9935 2.4776
O -4.2392 -4.2354 0.4089
C -5.5597 -4.1766 0.9304
C -6.5477 -3.4865 -0.0055
O -1.8570 -4.5904 1.0678
C -0.6431 -4.4793 1.7990
C 0.1325 -5.7921 1.7519
H -2.5874 -0.0006 -1.0540
H -1.0711 0.5119 -0.2355
H -1.0880 -0.8255 -1.4179
H -0.8125 -1.7534 0.7114
H -2.1587 -0.9201 1.4428
H -5.9788 -5.1876 0.9892
H -5.5940 -3.8616 1.9730
H -6.5227 -4.0650 -0.9286
H -7.5116 -3.4627 0.4940
H -6.1526 -2.5018 -0.2639
H -0.0034 -3.6950 1.3925
H -0.8437 -4.2148 2.8398
H -0.5377 -6.6538 1.7422
H 0.4771 -5.8184 0.7101
H 0.9897 -5.9638 2.3929
C 1.1537 -0.9626 -6.7264
C 1.8009 -0.1975 -5.5709
O 0.8257 0.5838 -4.8443
P 1.1747 2.0303 -4.3715
O 0.0606 2.7708 -3.7028
O 2.4915 1.8710 -3.5316
C 2.3846 1.9337 -2.0740
C 3.7170 1.4775 -1.5190
O 1.5913 2.7965 -5.6720
C 2.2348 4.0935 -5.6112
C 1.3555 5.1392 -6.2492
H 1.1693 -0.3341 -7.6176
H 1.6617 -1.9106 -6.8737
H 0.0879 -1.1130 -6.5519
H 2.2347 -0.9412 -4.9028
H 2.6345 0.3815 -5.9667
H 2.1591 2.9537 -1.7599
H 1.5634 1.3360 -1.6711
H 3.6587 1.3982 -0.4316
H 3.9536 0.4550 -1.8106
H 4.4789 2.2068 -1.7834
H 2.5231 4.3230 -4.5818
H 3.2066 4.0052 -6.0986
H 1.8910 6.0877 -6.2604
H 1.0599 4.8852 -7.2656
H 0.4397 5.2495 -5.6660
C 3.8553 0.9348 5.6131
C 2.4409 0.4306 5.8494
O 2.1033 -0.5124 4.7951
P 1.1771 -0.1992 3.5662
O 0.9382 -1.3388 2.6781
O 1.9496 1.0462 2.9096
C 1.2641 1.7080 1.8454
C 0.7324 3.0579 2.3243
O -0.1463 0.5073 4.1082
C -1.2675 -0.3498 4.3878
C -2.5036 0.4878 4.6931
H 4.5732 0.1130 5.6107
H 3.9099 1.4589 4.6613
H 4.2223 1.5652 6.4247
H 2.3402 -0.2435 6.6965
H 1.7328 1.2583 5.8436
H 1.9126 1.7574 0.9664
H 0.4621 1.0919 1.4221
H 1.5692 3.5710 2.8016
H 0.2691 3.6711 1.5570
H 0.0453 2.8312 3.1399
H -1.4212 -0.9902 3.5167
H -1.0221 -1.0538 5.1857
H -3.4273 -0.0631 4.5208
H -2.5028 0.6201 5.7787
H -2.5214 1.4685 4.2249
*
```

The total energy is -105690.6566 eV. The calculation puts the HOMO-LUMO gap (alpha / beta) at 0.1859 / 0.2280 Eh. The HOMO energy (alpha / beta) is -11.9 / -11.9 eV. Its energy above the lowest of the compared OMol25 structures with the same formula, charge and spin is 0.0 kcal per mole. For the largest force on an atom, the calculation gives 5.70 eV Å⁻¹. The calculation puts the LUMO energy (alpha / beta) at -6.875 / -5.730 eV.

=====

(3)
A molecular structure, C18H45NO11S8. Source: the Open Molecules 2025 dataset; level of theory: ωB97M-V/def2-TZVPD.

```
! wB97M-V def2-TZVPD RIJCOSX def2/J DEFGRID3
* xyz 0 1
C -3.3741 -1.6103 -0.3941
C -4.4871 -1.2460 -1.4217
O -4.2760 -1.7495 -2.7455
C -4.4168 -3.1515 -2.8305
C -3.2866 -3.8421 -3.6422
O -2.9083 -5.1324 -3.1031
S -1.3070 -5.0172 -2.8677
O -1.1903 -4.4673 -1.5616
O -0.5155 -6.1820 -3.0123
O -1.0074 -4.0306 -4.1240
C -2.0343 -2.9930 -4.0783
N -1.4768 -2.0307 -3.1092
C -0.8717 -1.1625 -3.6584
S 0.2406 -0.1079 -4.0074
H -2.4079 -1.8372 -0.8637
H -3.2260 -0.7411 0.2673
H -3.7003 -2.4596 0.2326
H -4.5149 -0.1464 -1.4990
H -5.4538 -1.5924 -1.0068
H -5.3696 -3.3685 -3.3552
H -4.5022 -3.6120 -1.8315
H -3.7374 -4.0964 -4.6198
H -2.3283 -2.6296 -5.0692
C 2.2369 -1.5668 -0.8382
S 1.0156 -1.8447 0.4507
O -0.1754 -1.0051 0.1213
C 1.9223 -1.0059 1.7570
H 1.8522 -1.9830 -1.7683
H 2.4076 -0.4970 -0.9630
H 3.1684 -2.0661 -0.5792
H 2.1145 0.0283 1.4693
H 2.8604 -1.5243 1.9417
H 1.3183 -1.0236 2.6618
C 6.8033 -3.2276 -3.0971
S 5.4514 -2.1590 -3.6162
O 4.7569 -1.6942 -2.3859
C 4.4425 -3.4630 -4.3384
H 7.5406 -2.6166 -2.5791
H 6.4291 -3.9975 -2.4215
H 7.2632 -3.6852 -3.9735
H 4.2169 -4.2179 -3.5843
H 4.9757 -3.9136 -5.1761
H 3.5150 -3.0185 -4.6963
C 5.2870 1.7427 4.1454
S 5.2456 0.0132 3.6623
O 3.8544 -0.4732 3.8835
C 6.2489 -0.5905 5.0287
H 4.6811 2.3099 3.4400
H 4.8779 1.8567 5.1500
H 6.3138 2.1081 4.1139
H 5.7795 -0.3265 5.9770
H 7.2465 -0.1547 4.9673
H 6.3212 -1.6740 4.9470
C 1.9098 2.5271 7.3132
S 3.0820 3.7679 6.7465
O 4.4461 3.2846 7.1000
C 2.6298 5.0273 7.9495
H 2.0484 1.6285 6.7134
H 2.0929 2.2964 8.3632
H 0.8934 2.8985 7.1796
H 2.7675 4.6406 8.9597
H 1.5908 5.3200 7.7954
H 3.2754 5.8910 7.7994
C -5.0536 2.8111 -5.2287
S -4.2664 1.8671 -3.9135
O -4.5339 2.5796 -2.6347
C -2.5745 2.2422 -4.3985
H -6.1323 2.7460 -5.0962
H -4.7425 3.8551 -5.1741
H -4.7809 2.3860 -6.1951
H -2.4163 3.3217 -4.4004
H -2.3827 1.8325 -5.3908
H -1.8997 1.7787 -3.6809
C -4.7288 3.9956 0.1475
S -4.2712 3.2917 1.7369
O -4.9453 1.9712 1.8494
C -5.2086 4.4582 2.7411
H -4.2796 3.3921 -0.6392
H -5.8136 3.9862 0.0355
H -4.3515 5.0173 0.0788
H -6.2633 4.4188 2.4665
H -4.8165 5.4646 2.5904
H -5.0948 4.1783 3.7874
*
```

The total energy is -130082.4344 eV. The calculation puts the HOMO-LUMO gap at 0.2932 Eh. The HOMO energy is -7.9 eV. Its energy above the lowest of the compared OMol25 structures with the same formula, charge and spin is 0.0 kcal per mole. For the largest force on an atom, the calculation gives 3.52 eV Å⁻¹. The calculation puts the LUMO energy at 0.113 eV.